[1]
Below is a 16-piece molecular cluster, C18H68N16O16 overall at a distorted geometry, with properties calculated with the ωB97M-V functional and the def2-TZVPD basis.

```
118
Properties=species:S:1:pos:R:3:forces:R:3:lowdin_charge:R:1
C -2.47439 -3.38172 -0.93034 0.69 1.25 0.85 -0.061
C -3.33425 -2.08339 -1.01084 -0.71 -1.75 -1.13 -0.258
O -3.14600 -1.51638 -2.32504 -0.78 0.19 -0.35 -0.126
H -2.73529 -4.11971 -1.65626 -0.21 -0.03 -1.11 0.072
H -2.63320 -3.94510 -0.02406 -0.25 0.26 0.79 0.066
H -1.37657 -3.19143 -0.94832 -0.82 -0.03 -0.22 0.057
H -3.11392 -1.29099 -0.34758 0.71 0.41 1.26 0.049
H -4.40153 -2.37053 -0.83609 0.64 0.22 -0.32 0.128
H -3.91102 -0.95435 -2.56944 0.72 -0.58 0.32 0.101
C 0.14932 -1.45714 0.72591 1.18 -2.03 0.08 -0.069
C -0.15804 -0.18489 -0.05811 -0.23 -0.64 -0.31 -0.241
O -1.23286 0.43297 0.65304 0.19 -0.05 -0.30 -0.143
H 0.59598 -1.31008 1.73201 -0.07 0.54 -0.55 0.057
H 0.86683 -2.19451 0.21929 -0.78 1.34 0.30 0.086
H -0.72395 -2.10956 0.95100 0.08 0.77 -0.48 0.063
H -0.56218 -0.40977 -1.06314 0.45 -0.24 0.19 0.109
H 0.73901 0.46292 -0.22900 -0.72 -0.38 0.41 0.104
H -1.55740 1.17508 0.11362 0.15 0.32 0.09 0.036
C -0.62451 -3.29240 -4.56995 -7.06 -3.99 -3.91 -0.543
O -1.70051 -4.08395 -4.97169 6.27 3.96 1.64 -0.099
N -0.68493 -2.55747 -3.48692 -0.69 0.77 2.88 0.103
N 0.43498 -2.98961 -5.35618 -0.51 -2.22 -3.26 0.124
H -1.64460 -2.42738 -3.16672 0.08 -0.37 0.16 0.080
H -0.00514 -2.79358 -2.70686 0.10 -0.07 -0.70 0.086
H 0.46647 -3.42166 -6.32576 -0.16 1.01 1.85 0.177
H 0.97115 -2.18662 -5.15632 0.44 1.08 -0.02 0.103
C -1.18227 1.86660 3.95065 2.19 5.29 4.12 -0.602
O -0.76114 2.90584 4.80342 -2.05 -5.77 -4.49 -0.100
N -0.45516 1.27210 3.05471 5.87 0.51 -0.26 0.139
N -2.41193 1.42292 3.87879 -3.16 0.60 3.23 0.147
H 0.58799 1.48272 3.10438 -1.58 -0.54 0.18 0.102
H -0.73228 0.67820 2.30558 -0.96 -0.14 -0.73 0.058
H -2.89014 1.92209 4.63824 -0.89 -0.50 -0.68 0.150
H -2.75475 0.49716 3.59387 0.56 0.62 0.69 0.076
C 0.93454 4.80477 -1.82748 1.43 5.59 5.72 -0.600
O 1.19310 5.87575 -0.95443 -1.31 -5.05 -4.79 -0.135
N 0.74866 3.60206 -1.36634 -1.30 -2.05 3.17 0.105
N 0.94970 4.81251 -3.11089 0.21 2.61 -5.10 0.177
H 0.54283 3.56140 -0.33947 -0.14 -0.46 -1.42 0.085
H 0.44094 2.85133 -1.98890 -0.12 0.01 0.00 0.071
H 1.04143 5.73384 -3.54903 0.04 -0.70 0.26 0.131
H 0.68317 4.04465 -3.74359 0.06 0.36 1.09 0.118
C 2.77726 -2.70003 2.86307 5.47 1.45 -3.97 -0.635
O 3.89661 -2.39219 2.11578 -5.08 -1.30 3.98 -0.136
N 2.31550 -2.03482 3.89412 0.61 3.60 2.55 0.153
N 2.07512 -3.77176 2.56734 -0.61 -2.03 -1.92 0.153
H 2.92929 -1.24955 4.20789 -0.65 -1.19 -0.63 0.125
H 1.32500 -1.77153 4.11472 0.74 -0.76 -0.43 0.070
H 2.37820 -4.18541 1.67400 -0.78 0.16 0.86 0.120
H 1.13974 -3.90667 2.94828 0.62 -0.11 -0.32 0.122
C -0.80436 0.91272 -3.89693 -0.24 5.42 2.10 -0.573
O -0.67392 2.15993 -3.26769 -0.74 -5.21 -2.76 -0.150
N -1.83395 0.58739 -4.62829 -5.59 1.70 -2.07 0.157
N 0.03318 -0.05409 -3.90779 4.23 -0.73 2.00 0.170
H -2.65029 1.22109 -4.77787 1.45 -0.56 0.50 0.140
H -2.00500 -0.31020 -5.06695 0.73 0.15 0.35 0.120
H 0.79902 0.16475 -3.26062 0.47 -0.32 -0.14 0.060
H -0.24592 -1.06169 -3.90664 -0.24 0.85 0.04 0.045
C -3.73440 3.90828 2.16987 -2.32 1.75 6.67 -0.709
O -3.99972 4.05797 3.47528 0.65 -0.14 -4.88 -0.106
N -3.13582 2.89197 1.73258 3.87 -6.14 -1.60 0.175
N -4.14899 4.73579 1.24116 -3.46 4.23 0.11 0.140
H -2.79309 2.23054 2.47336 -0.66 1.14 -1.17 0.064
H -2.80314 2.70073 0.75201 -0.59 1.12 1.74 0.077
H -4.94545 5.34608 1.65742 2.14 -1.12 -1.72 0.163
H -3.97168 4.61839 0.24707 -0.27 0.10 0.67 0.100
C 2.00470 -4.50980 -2.72760 -3.73 4.14 5.08 -0.574
O 1.16473 -3.66752 -1.97170 4.10 -4.05 -3.01 -0.137
N 2.90491 -5.29793 -2.21561 0.92 -1.25 5.62 0.169
N 2.05892 -4.53475 -3.99404 -1.10 0.16 -6.08 0.169
H 2.95497 -5.36791 -1.16261 -0.04 0.05 -2.00 0.155
H 3.53627 -5.85625 -2.74194 0.23 -0.11 -0.35 0.112
H 1.44021 -3.94859 -4.60303 0.73 -0.64 1.10 0.040
H 2.35416 -5.36580 -4.51431 0.21 0.45 0.77 0.142
C 3.19780 1.28259 -1.50363 -5.15 -2.37 -3.98 -0.577
O 2.18957 0.67178 -2.29168 4.47 2.68 3.72 -0.161
N 4.37444 0.77489 -1.39017 3.39 -0.06 0.40 0.190
N 3.04665 2.41770 -0.90884 -2.72 2.70 -0.21 0.179
H 4.49047 -0.12356 -1.75630 0.86 -1.38 -0.62 0.052
H 5.18478 1.41531 -1.25437 -1.13 -1.21 -0.08 0.159
H 2.16969 2.94645 -1.21806 1.23 -0.44 0.95 0.067
H 3.55236 2.75456 -0.11477 0.47 -0.19 -0.04 0.102
C 1.07439 4.10647 1.73514 1.81 -0.27 0.58 -0.133
O 0.08025 3.26950 1.21236 0.58 0.47 -0.95 -0.122
H 0.73818 5.08891 1.84066 -0.63 1.55 0.32 0.079
H 2.00203 4.17127 1.17477 -0.17 -0.13 -1.12 0.073
H 1.48589 3.72029 2.65187 -0.49 -0.08 0.88 0.077
H -0.20523 2.79624 1.97136 -1.03 -0.94 0.68 0.017
C -3.31825 -1.11312 2.28737 0.25 -0.35 -0.52 -0.164
O -3.59186 -1.11734 3.66588 -0.42 -1.50 1.47 -0.142
H -3.86052 -0.24517 1.86666 0.44 -0.41 0.04 0.103
H -3.65122 -2.04354 1.75210 0.37 0.75 0.54 0.095
H -2.22946 -0.96928 2.25556 -0.39 -0.16 -1.14 0.054
H -3.15001 -1.90205 4.07724 -0.59 1.08 -0.49 0.121
C 2.74866 1.13664 2.12979 1.33 -1.67 -3.98 -0.197
O 2.24250 1.51777 3.31556 -0.70 -0.38 2.99 -0.112
H 3.01131 0.01901 1.92555 -0.36 1.71 0.89 0.111
H 3.59502 1.76835 1.94963 1.25 -0.05 -0.39 0.075
H 2.09929 1.42392 1.29065 -0.46 -0.12 0.51 0.058
H 2.74585 1.06570 4.01052 -0.41 0.45 -0.02 0.117
C -3.34269 1.87419 -1.39145 1.95 -0.78 -1.03 -0.081
O -2.19740 2.48937 -0.78904 0.02 -0.09 -0.25 -0.175
H -3.61408 0.94232 -0.92669 0.05 -0.29 0.89 0.068
H -3.00022 1.55667 -2.37252 -0.54 0.32 -0.45 0.063
H -4.17612 2.51466 -1.38546 -1.01 0.95 -0.22 0.074
H -1.50704 2.71336 -1.45512 -0.69 -0.30 0.03 0.082
C 0.05559 -0.39917 6.02310 0.93 1.18 1.46 -0.141
O 0.04583 -0.89025 4.72295 -1.19 -0.25 -0.64 -0.157
H -0.81957 -0.59036 6.64297 -0.55 0.26 -0.51 0.089
H 0.40939 0.66207 6.11795 -0.79 -0.65 -0.39 0.107
H 0.80408 -0.95796 6.51433 1.09 -0.76 0.71 0.063
H -0.53702 -0.32108 4.20339 0.34 -0.04 -0.24 0.044
C 3.72110 -2.10284 -0.94372 -2.42 0.98 3.10 -0.253
O 4.86668 -2.18812 -1.65377 2.34 0.18 -1.55 -0.086
H 3.38010 -3.07334 -0.61455 -0.12 -0.39 0.36 0.044
H 2.88633 -1.65768 -1.47590 -0.13 0.19 -0.39 0.059
H 3.85848 -1.46946 -0.00172 0.12 -1.05 -1.30 0.091
H 4.66375 -2.61746 -2.48569 0.15 -0.06 -0.21 0.085
```
Forces are in eV/Å.

## Properties
Relative energy (zero: lowest compared OMol25 entry of this formula, charge and spin): 47.4 kcal/mol

[2]
Below is a 21-piece molecular cluster, C18H75FI2N2O26 overall at a distorted geometry, with properties calculated with the ωB97M-V functional and the def2-TZVPD basis.

```
124
Properties=species:S:1:pos:R:3:forces:R:3:lowdin_charge:R:1
C -2.53500 4.03280 1.18157 0.15 0.34 -0.07 -0.050
C -1.31270 3.85398 0.27676 -0.33 0.26 -0.05 -0.227
O -1.34775 2.61624 -0.42253 0.44 0.29 0.16 -0.064
C -0.63978 1.51294 0.08990 -0.11 -0.38 -0.22 -0.373
C -0.71119 1.36566 1.60145 -0.14 -0.30 0.08 -0.083
C -0.23092 -0.01836 2.07666 -0.09 0.22 0.39 -0.155
C 0.55764 0.00576 3.38565 -0.09 -0.64 0.22 -0.220
N 0.18628 -1.15334 4.26693 -0.07 0.48 -0.03 0.005
N -1.27838 0.34203 -0.51607 0.07 0.28 -0.18 0.066
O -2.63803 0.34376 -0.11064 0.16 0.02 0.19 -0.104
C -3.04575 -0.99996 0.10641 -0.24 -0.16 -0.05 -0.129
C -4.24134 -1.04683 1.08452 -0.13 0.06 -0.08 -0.372
C -3.85924 -1.78050 2.33984 -0.21 -0.03 0.58 -0.065
O -4.72218 0.26967 1.36761 0.24 -0.14 -0.11 -0.035
C 0.85271 1.53511 -0.47282 -0.17 -0.06 0.82 -0.335
F 0.85287 2.37953 -1.60055 0.12 -0.25 -0.41 0.034
C 1.90436 2.17500 0.44932 0.34 0.24 -0.38 -0.128
O 2.51184 1.20616 1.25647 -0.10 0.01 -0.02 -0.172
C 3.59378 1.71075 2.02358 0.07 -0.09 0.01 -0.072
O 1.20292 0.24497 -0.78609 -0.24 0.06 -0.27 -0.021
C 2.00659 -0.13056 -1.88854 0.49 -0.06 0.06 -0.348
C 3.33456 0.60656 -2.06679 -0.11 -0.32 -0.52 -0.140
C 4.41388 -0.34825 -2.59863 0.12 0.37 0.76 -0.276
C 4.89827 -1.26089 -1.46788 -0.20 -0.21 -0.42 -0.664
I 6.64864 -0.53390 -0.49638 0.01 0.12 0.12 0.778
C 1.18488 -0.21655 -3.16661 0.75 -0.30 0.06 -0.129
C -0.02222 -1.09157 -3.02122 -1.14 0.57 -0.29 -0.733
O -1.10660 -0.83029 -3.44725 0.68 -0.28 0.09 0.020
I 0.19996 -2.92186 -1.90178 0.12 -0.11 0.01 1.105
H -2.27371 3.98562 2.23709 -0.10 -0.25 0.07 0.071
H -3.28272 3.28402 0.93029 -0.01 -0.13 0.10 0.086
H -2.98076 5.01290 1.00898 -0.03 0.03 0.02 0.071
H -1.32228 4.62485 -0.49436 0.03 -0.07 -0.11 0.120
H -0.38397 3.98935 0.83326 0.06 -0.10 0.02 0.102
H -0.21972 2.17350 2.14300 0.21 0.05 -0.17 0.117
H -1.76743 1.45691 1.84053 -0.02 0.10 0.02 0.104
H 0.32213 -0.53750 1.29961 0.06 -0.01 0.01 0.108
H -1.10740 -0.62501 2.27729 -0.12 -0.07 -0.16 0.073
H 0.35829 0.91364 3.95253 -0.05 0.12 -0.07 0.109
H 1.62480 -0.05550 3.17857 0.05 0.28 -0.01 0.093
H 0.25918 -0.84657 5.23108 0.13 -0.06 0.03 0.070
H 0.88206 -1.88055 4.15545 -0.15 -0.21 -0.03 0.047
H -1.31456 0.56498 -1.51063 -0.16 -0.06 -0.04 0.117
H -3.33873 -1.44340 -0.85428 0.01 0.04 -0.02 0.111
H -2.22490 -1.59549 0.52176 -0.09 0.25 -0.13 0.086
H -5.06907 -1.60724 0.63492 0.13 -0.03 -0.29 0.140
H -3.47384 -2.76496 2.11003 0.05 -0.12 -0.04 0.048
H -3.10173 -1.25072 2.91642 0.11 0.10 -0.17 0.049
H -4.72550 -1.89963 2.99327 -0.04 -0.05 -0.04 0.080
H -5.52104 0.13648 1.89073 0.04 0.23 0.26 0.070
H 2.65609 2.62201 -0.21418 -0.01 0.07 -0.01 0.128
H 1.47068 2.99571 1.02527 -0.10 -0.04 0.11 0.126
H 4.47447 1.09133 1.85093 -0.01 -0.08 -0.04 0.069
H 3.34310 1.66985 3.08418 -0.04 0.11 0.06 0.085
H 3.84711 2.73477 1.74576 -0.04 0.07 0.04 0.092
H 2.27118 -1.16257 -1.65460 -0.03 0.02 0.23 0.071
H 3.21623 1.42375 -2.77974 0.02 0.25 0.21 0.088
H 3.68198 0.96644 -1.10091 -0.07 0.21 0.04 0.105
H 5.24272 0.26717 -2.94122 0.02 -0.16 -0.38 0.083
H 4.04592 -0.95207 -3.42695 0.00 0.04 -0.13 0.112
H 4.15452 -1.37604 -0.68607 0.03 0.00 0.08 0.031
H 5.14558 -2.25718 -1.81200 0.15 0.01 0.03 0.026
H 0.89892 0.75322 -3.56579 -0.30 0.02 0.10 0.116
H 1.84407 -0.67717 -3.90952 -0.13 -0.04 -0.14 0.129
O -3.33192 -3.07166 -3.24283 0.02 -0.04 -0.10 -0.077
H -2.92155 -3.23581 -2.38896 0.02 0.03 0.11 -0.021
H -2.87906 -2.28239 -3.56530 0.00 0.00 0.05 0.008
O 4.15340 -3.99957 -0.44837 -0.13 -0.10 0.06 -0.056
H 4.14433 -4.32089 0.45866 0.03 -0.02 0.02 0.048
H 3.32747 -4.32736 -0.82044 0.00 -0.02 -0.02 0.021
O 2.08008 4.04729 -4.28869 0.19 -0.34 0.25 -0.052
H 1.99127 3.43888 -3.54364 -0.14 0.16 0.15 0.019
H 1.57083 4.81726 -4.00476 -0.15 0.00 -0.21 0.064
O -0.98965 -3.01577 1.78695 0.27 -0.25 0.08 -0.067
H -0.77484 -3.90921 1.49818 -0.09 -0.10 0.02 0.025
H -0.80231 -3.02200 2.73574 0.07 0.05 -0.03 0.016
O 0.60863 -6.19821 0.61815 0.18 0.00 -0.02 -0.076
H 0.29470 -6.94077 0.08124 -0.17 0.06 0.11 0.001
H 0.52184 -5.47170 -0.00713 -0.06 0.00 0.01 -0.031
O 0.68923 -4.22670 4.37417 0.05 0.00 0.04 -0.049
H 0.92561 -5.12415 4.11895 0.00 -0.02 -0.13 0.047
H 0.88143 -4.18355 5.31592 -0.06 -0.01 0.03 0.044
O -3.82134 -4.80646 1.12959 -0.09 -0.10 -0.07 -0.038
H -4.32325 -4.94567 0.32005 0.00 0.02 -0.02 0.045
H -3.50933 -5.68224 1.37232 0.10 -0.03 -0.06 0.030
O 3.30913 6.64586 -5.05665 -0.12 0.02 -0.03 -0.053
H 3.01109 6.31392 -5.91030 0.00 -0.08 0.01 0.047
H 3.59464 5.85428 -4.58362 0.15 0.01 -0.04 0.015
O -1.09646 -8.70180 -0.22060 0.15 -0.08 0.07 -0.054
H -0.95836 -8.85070 0.72337 -0.14 0.04 0.07 0.017
H -1.96011 -9.08899 -0.38592 -0.04 0.00 -0.01 0.043
O -2.75835 -2.02493 5.29860 0.20 0.17 -0.03 -0.064
H -2.70818 -1.53355 6.12445 0.07 -0.09 0.06 0.040
H -1.88134 -1.92515 4.88232 -0.05 -0.05 0.06 0.001
O 3.07044 9.01842 -7.07200 -0.08 0.02 0.00 -0.064
H 3.22262 8.41244 -6.33966 0.09 0.01 0.11 -0.012
H 3.15692 9.88816 -6.66500 0.08 0.01 0.02 0.007
O -0.95709 3.54164 -3.68503 0.19 0.05 -0.03 -0.044
H -0.43547 3.12383 -2.98966 -0.28 -0.05 0.20 -0.010
H -0.95672 2.90666 -4.40712 -0.07 0.02 -0.04 0.038
O 5.09067 3.56886 -3.82950 -0.03 0.06 0.05 -0.046
H 5.12666 3.28731 -2.91066 0.06 -0.01 0.02 0.032
H 4.21804 3.30016 -4.13881 0.09 0.04 -0.11 -0.017
O -2.15790 -8.84472 2.72035 0.06 -0.07 -0.07 -0.043
H -2.07249 -9.36273 3.52606 0.02 -0.04 0.00 0.045
H -2.71271 -8.09969 2.96563 -0.01 0.07 0.01 0.040
O 4.17415 11.04011 -4.87523 -0.04 -0.02 -0.03 -0.046
H 4.32460 10.42887 -4.14803 0.00 -0.05 -0.01 0.043
H 4.24413 11.91525 -4.48432 -0.02 0.04 -0.01 0.039
O -2.63711 1.06125 4.32570 0.02 0.05 0.08 -0.049
H -3.17514 0.87884 3.54186 -0.08 0.04 0.01 0.022
H -2.30606 0.19754 4.59898 -0.09 -0.03 -0.17 -0.005
O -5.81826 0.05308 4.18071 -0.11 -0.10 0.01 -0.054
H -6.15962 0.53632 4.94519 0.03 0.13 0.03 0.005
H -5.00490 -0.35781 4.49373 0.03 0.00 -0.03 0.010
O -1.04770 -6.09263 -1.76456 -0.04 0.19 -0.14 -0.104
H -1.33388 -6.85542 -2.27547 0.05 -0.11 0.09 0.042
H -1.11810 -5.34649 -2.37101 -0.08 -0.03 -0.09 -0.053
O 3.01786 1.26135 -5.33990 -0.01 -0.13 0.16 -0.033
H 2.45937 1.95330 -4.97098 -0.09 0.16 -0.31 -0.002
H 2.84784 1.28765 -6.28661 0.05 0.06 -0.03 0.060
O -6.24899 1.73945 6.62777 -0.01 -0.05 0.00 -0.044
H -5.83276 1.24869 7.34270 -0.02 0.00 0.04 0.048
H -5.65581 2.47906 6.45985 0.02 0.00 -0.08 0.054
```
Forces are in eV/Å.

Number 1: HOMO energy -8.259 eV, calculated total energy -76365.7208 eV. Number 2: HOMO energy -8.937 eV, calculated total energy -95014.6687 eV.